# 1
{
  "formula": "C5H7INO",
  "method": "ωB97M-V/def2-TZVPD",
  "elements": ["C", "C", "C", "C", "C", "N", "O", "I", "H", "H", "H", "H", "H", "H", "H"],
  "coordinates": [[1.6081, 0.8616, 0.1851], [-0.2430, -0.3145, -0.5261], [1.1318, 0.0216, -1.7848], [-1.4056, -1.1414, -0.6134], [-0.2351, 0.5908, 1.8282], [0.3214, 0.3891, 0.4481], [1.8718, 0.7823, -1.0799], [0.9825, -0.6495, -3.7233], [2.3094, 1.3185, 0.9626], [-1.9805, -1.1556, 0.2689], [-2.1207, -0.6506, -1.2406], [-1.2074, -2.0295, -1.2000], [-1.0851, 1.2674, 1.8223], [-0.4815, -0.2983, 2.2658], [0.5339, 1.0078, 2.3870]],
  "forces_ev_per_a": [[-1.5, 1.3, 2.4], [6.2, 2.3, -3.6], [-6.5, -2.2, 2.9], [-0.6, 0.6, -1.4], [-0.1, 1.4, -2.2], [1.2, -0.5, 0.6], [2.2, -0.4, -0.4], [0.5, 0.6, 0.6], [-1.3, -0.6, -1.7], [-0.2, -1.0, 1.5], [-0.5, 0.7, -0.9], [0.1, -0.7, 0.7], [0.0, 0.0, -0.3], [-0.8, -2.5, 0.8], [1.3, 0.9, 1.1]],
  "homo_energy_ev": [-12.3, -12.3],
  "e_lumo_ev": [-3.947, -3.948],
  "total_charge": 1,
  "orbital_gap_ev": [8.320, 8.319],
  "smiles": "Cc1c(I)oc[n+]1C"
}



# 2
{
  "formula": "C29H44Br9FNO17S",
  "method": "ωB97M-V/def2-TZVPD",
  "elements": ["C", "C", "C", "O", "C", "N", "H", "H", "H", "H", "H", "H", "H", "H", "H", "H", "H", "H", "S", "O", "O", "O", "O", "C", "C", "C", "O", "C", "O", "O", "H", "H", "H", "H", "H", "H", "C", "C", "C", "O", "C", "O", "O", "H", "H", "H", "H", "H", "H", "C", "C", "C", "O", "C", "O", "O", "H", "H", "H", "H", "H", "H", "C", "C", "C", "O", "C", "O", "O", "H", "H", "H", "H", "H", "H", "F", "C", "C", "C", "C", "C", "C", "H", "H", "H", "H", "H", "C", "Br", "Br", "Br", "H", "C", "Br", "Br", "Br", "H", "C", "Br", "Br", "Br", "H"],
  "coordinates": [[-1.5028, -2.6504, 1.6123], [-0.7971, -1.7054, 0.6608], [0.6382, -2.1733, 0.3320], [1.1770, -1.4189, -0.7520], [2.4935, -1.6566, -1.1557], [-1.5716, -1.7914, -0.6932], [-1.4585, -2.7393, -1.0230], [-2.5487, -1.6421, -0.4859], [-1.4415, -1.0769, -1.3951], [-2.4916, -2.3700, 1.9752], [-0.9234, -2.7045, 2.5340], [-1.5827, -3.6291, 1.1392], [-0.7494, -0.6664, 0.9868], [0.6524, -3.2117, 0.0009], [1.3340, -2.0745, 1.1652], [2.7791, -1.0473, -2.0132], [2.7332, -2.6554, -1.5204], [3.2572, -1.3543, -0.4392], [-4.5510, -3.2275, -0.7349], [-5.9477, -3.5410, -0.8678], [-4.3669, -3.9672, 0.4572], [-3.7699, -3.7263, -1.8258], [-4.2167, -1.8561, -0.5584], [1.9452, 4.4115, -1.1828], [0.6515, 3.5949, -1.1009], [-0.5037, 4.0603, -1.9893], [-1.0256, 2.7989, -2.3567], [-0.2406, 1.7655, -1.9663], [-0.4463, 0.6022, -2.2424], [0.8535, 2.2262, -1.3623], [2.5483, 4.2745, -0.2853], [1.6812, 5.4667, -1.1125], [2.5334, 4.2040, -2.0767], [0.2982, 3.7168, -0.0770], [-0.0778, 4.6040, -2.8326], [-1.2876, 4.6938, -1.5743], [-5.2431, -0.9812, 2.7220], [-5.1373, 0.4992, 2.2107], [-5.5679, 0.6670, 0.7515], [-6.5819, 1.6610, 0.7973], [-6.8240, 1.9507, 2.0319], [-7.7036, 2.7631, 2.3424], [-6.0262, 1.2824, 2.8752], [-4.6192, -1.5666, 2.0467], [-6.1993, -1.4543, 2.4984], [-4.8336, -0.9621, 3.7320], [-4.1188, 0.8812, 2.1406], [-5.9741, -0.2868, 0.4148], [-4.7480, 1.0030, 0.1167], [0.4163, 4.3513, 2.7684], [-0.5810, 3.3055, 3.0380], [-2.0701, 3.7006, 3.1442], [-2.7260, 2.8095, 2.2568], [-1.8405, 2.0804, 1.5923], [-2.1849, 1.3395, 0.6909], [-0.5693, 2.3929, 1.9508], [0.6629, 5.0016, 3.6077], [0.0294, 5.0129, 1.9933], [1.3021, 3.9423, 2.2825], [-0.2895, 2.8636, 3.9908], [-2.2062, 4.7513, 2.8883], [-2.4403, 3.6120, 4.1656], [3.7040, 0.0060, -7.2655], [4.3339, -0.7014, -6.0240], [3.8039, -0.3373, -4.7077], [3.4297, -1.6250, -4.2114], [3.7159, -2.5766, -4.9933], [3.5224, -3.7800, -4.7562], [4.2993, -2.1396, -6.1202], [4.3882, -0.1024, -8.1071], [3.5680, 1.0786, -7.1270], [2.7206, -0.3453, -7.5779], [5.4157, -0.5696, -6.0471], [2.9455, 0.3322, -4.7619], [4.5264, 0.2076, -4.1001], [1.5947, -0.1174, 3.0150], [2.4324, 0.8490, 2.6224], [2.5939, 1.0358, 1.2482], [3.5152, 1.9781, 0.8300], [4.2216, 2.7329, 1.8028], [4.0372, 2.5568, 3.1470], [3.1324, 1.6007, 3.6087], [1.9653, 0.5023, 0.5506], [3.5636, 2.2662, -0.2098], [4.9268, 3.4516, 1.4123], [4.5430, 3.1791, 3.8704], [2.9989, 1.4667, 4.6720], [-1.0756, 0.3132, 6.0804], [-2.5510, 1.5578, 6.5618], [0.6327, 1.3100, 6.0292], [-1.4519, -0.6912, 4.4488], [-0.9480, -0.4362, 6.8616], [-1.1253, -5.4238, -2.8073], [-1.0720, -5.7435, -0.8233], [-0.8849, -7.1679, -3.8337], [0.1727, -4.0060, -3.3908], [-2.1795, -5.2089, -2.9825], [4.5825, -5.8269, -0.6154], [3.7553, -6.2017, 1.0600], [3.2735, -5.3209, -1.9747], [5.7316, -7.2877, -1.2003], [5.2412, -4.9700, -0.4739]],
  "forces_ev_per_a": [[0.4, 0.1, 0.5], [0.4, -0.1, -2.0], [0.7, -0.1, -0.5], [-0.5, 0.8, -0.2], [0.9, 0.1, -0.4], [1.5, 0.6, 2.1], [-0.4, -0.3, -0.7], [-2.5, -0.6, 0.3], [1.2, 0.2, -0.3], [-0.2, 0.2, -0.8], [0.5, -0.4, 0.0], [-0.2, -0.1, 0.3], [-0.3, 0.0, -0.1], [-0.3, -0.4, 0.3], [-0.3, 0.0, 0.5], [-0.9, 0.4, -0.1], [-0.5, -0.4, 0.4], [-0.1, -0.2, 0.8], [-3.7, -4.0, 0.3], [-3.6, 1.8, -3.1], [4.4, -2.0, 5.4], [2.8, -1.1, -3.1], [1.1, 5.7, 0.8], [-0.4, -0.1, 0.4], [0.5, 2.2, 1.7], [1.2, -0.6, -0.5], [-1.0, -0.6, -0.5], [-0.7, -1.9, -1.5], [0.2, 2.2, 0.6], [0.2, 0.1, 0.2], [0.1, -0.4, -0.2], [-0.1, 0.1, -0.4], [-0.1, 0.1, 0.0], [0.1, -0.4, 0.3], [-0.2, -0.2, -0.5], [0.2, -0.3, 0.5], [1.3, 1.5, -1.4], [0.9, -2.9, -2.1], [0.2, -1.5, -0.6], [0.3, -0.3, -1.4], [-2.8, 2.7, 1.4], [2.0, -1.8, 0.1], [-1.4, 2.2, 2.0], [0.5, -0.2, 0.1], [-0.4, 0.4, 0.8], [-0.5, -0.6, 0.1], [0.1, 0.0, 1.4], [0.0, 0.2, -0.6], [-0.3, -0.2, -0.1], [0.3, 1.6, -1.4], [-0.6, -0.2, 1.3], [0.8, 0.6, 0.6], [-0.4, 0.6, 0.7], [-0.5, -0.7, -2.2], [1.3, 0.8, 1.5], [-0.4, -1.0, -0.3], [0.1, -0.4, 0.2], [-0.2, 0.3, -0.1], [0.3, -0.3, 0.6], [0.0, -0.9, -0.3], [-0.3, -0.1, -0.6], [-0.1, -0.4, -0.1], [0.5, -0.3, 0.2], [1.7, 0.4, -3.3], [-0.9, 0.3, 0.6], [-1.1, 2.9, 3.4], [0.4, -6.3, -1.5], [0.4, 3.4, -0.6], [-0.9, 0.4, 0.0], [-0.1, -0.1, 0.0], [0.3, 0.1, 0.4], [0.0, -0.5, 0.3], [0.0, 0.8, -0.1], [-0.4, -0.4, 0.0], [0.1, -0.6, 0.4], [-0.3, -0.1, 0.2], [1.0, 0.7, 0.7], [0.0, 0.2, 0.6], [-0.1, 0.8, 1.3], [0.0, -0.3, -1.9], [-0.5, -0.3, 0.5], [-0.5, -0.5, -1.5], [-0.1, -0.2, 0.0], [0.3, -0.3, -0.1], [0.1, 0.2, 0.2], [0.2, 0.0, 0.0], [-0.1, -0.3, -0.2], [-0.1, 0.3, -0.1], [0.8, -0.8, -0.3], [-0.8, -0.5, 0.1], [0.2, 0.7, 0.6], [-0.2, 0.4, -0.1], [0.3, -1.0, 0.5], [0.2, 0.3, -1.6], [0.2, 1.4, 0.8], [-1.2, -1.2, 0.5], [0.3, 0.8, 0.0], [0.1, 0.3, -0.6], [-0.1, -0.1, 0.2], [0.6, -0.4, 0.5], [-0.3, 0.2, 0.1], [-0.2, -0.3, 0.0]],
  "homo_energy_ev": -2.6,
  "e_lumo_ev": 0.725,
  "total_charge": -1,
  "orbital_gap_ev": 3.343
}



# 3
{
  "formula": "C29H63AsBF6MgNO22",
  "method": "ωB97M-V/def2-TZVPD",
  "elements": ["Mg", "O", "C", "O", "B", "O", "C", "O", "O", "C", "O", "C", "O", "O", "As", "F", "F", "F", "F", "F", "F", "C", "N", "O", "O", "H", "H", "H", "C", "O", "C", "C", "O", "C", "H", "H", "H", "H", "H", "H", "H", "H", "H", "H", "C", "O", "C", "C", "O", "C", "H", "H", "H", "H", "H", "H", "H", "H", "H", "H", "C", "O", "C", "C", "O", "C", "H", "H", "H", "H", "H", "H", "H", "H", "H", "H", "C", "O", "C", "C", "O", "C", "H", "H", "H", "H", "H", "H", "H", "H", "H", "H", "C", "O", "C", "C", "O", "C", "H", "H", "H", "H", "H", "H", "H", "H", "H", "H", "C", "O", "C", "C", "O", "C", "H", "H", "H", "H", "H", "H", "H", "H", "H", "H"],
  "coordinates": [[-22.9018, 14.3843, 4.2319], [-25.8913, 14.2796, 1.5533], [-26.5466, 13.7591, 2.4259], [-27.8224, 13.4391, 2.5430], [-28.1126, 12.8862, 3.8828], [-26.9212, 13.2667, 4.7111], [-25.9364, 13.4969, 3.8211], [-24.6609, 13.6073, 4.0465], [-28.4149, 11.3947, 3.7117], [-29.7615, 11.2319, 3.9295], [-30.2525, 10.1029, 3.7893], [-30.4176, 12.5208, 4.3429], [-29.3826, 13.3936, 4.4651], [-31.6649, 12.7260, 4.5550], [-24.3244, 15.3785, 7.4120], [-23.3780, 16.8250, 7.7014], [-23.1050, 14.4226, 8.2429], [-25.2619, 13.8989, 7.0421], [-25.6611, 16.3235, 6.6235], [-23.4912, 15.1169, 5.8423], [-25.1342, 15.3791, 9.0741], [-21.1065, 19.8752, 7.1721], [-22.4998, 19.7323, 6.6318], [-23.3766, 19.6772, 7.4730], [-22.6624, 19.6624, 5.4150], [-20.9408, 19.0773, 7.8961], [-21.0231, 20.8172, 7.7141], [-20.2720, 19.8148, 6.4734], [-26.5102, 13.6243, 10.7978], [-27.4440, 12.5471, 10.8121], [-26.8582, 11.4607, 11.5739], [-25.7732, 10.6258, 10.8540], [-26.3491, 9.9583, 9.8012], [-25.3541, 9.4272, 8.8946], [-26.0808, 13.8121, 11.7819], [-27.0399, 14.5268, 10.4927], [-25.7051, 13.4230, 10.0910], [-27.7224, 10.9314, 11.9753], [-26.3065, 11.8793, 12.4157], [-25.2663, 9.9479, 11.5407], [-25.1228, 11.4152, 10.4772], [-24.9479, 8.5216, 9.3452], [-24.6369, 10.2086, 8.6433], [-25.7935, 9.0824, 7.9586], [-24.2136, 17.0095, 3.2933], [-23.5163, 15.8118, 3.0862], [-22.8021, 15.7844, 1.8494], [-22.5515, 14.3575, 1.4086], [-21.9827, 13.6138, 2.5121], [-21.7075, 12.2445, 2.1621], [-25.0410, 16.9244, 2.5889], [-23.5937, 17.8910, 3.1298], [-24.5165, 16.9952, 4.3403], [-21.8288, 16.2624, 1.9603], [-23.1440, 16.2633, 0.9319], [-21.7538, 14.3706, 0.6659], [-23.4169, 13.8685, 0.9612], [-22.6536, 11.7630, 1.9146], [-21.3179, 11.5468, 2.9034], [-21.0712, 12.1816, 1.2793], [-21.2463, 13.2469, 11.2377], [-19.8646, 13.2716, 11.3445], [-19.0993, 12.9766, 12.4655], [-19.2339, 14.1045, 13.5002], [-18.3658, 15.1587, 13.2006], [-18.0792, 16.1223, 14.1853], [-21.8577, 12.3742, 11.4674], [-21.5310, 13.5822, 10.2405], [-21.5142, 14.1163, 11.8381], [-18.0738, 12.7084, 12.2115], [-19.5087, 12.0361, 12.8342], [-18.9074, 13.7437, 14.4755], [-20.2354, 14.5018, 13.6648], [-19.0734, 16.5455, 14.3287], [-17.5697, 16.9365, 13.6698], [-17.5223, 15.8782, 15.0899], [-29.1939, 22.3912, 5.0960], [-30.1566, 21.7646, 5.9056], [-29.9423, 20.4914, 6.3660], [-28.6770, 20.3736, 7.2123], [-28.4696, 18.9505, 7.5395], [-27.2582, 18.6478, 8.2169], [-29.0794, 21.9140, 4.1228], [-28.1733, 22.3883, 5.4789], [-29.5267, 23.3786, 4.7759], [-29.8408, 19.8059, 5.5246], [-30.7990, 20.0774, 6.8977], [-28.7468, 20.9322, 8.1457], [-27.7768, 20.6748, 6.6765], [-27.2336, 17.5582, 8.2021], [-27.2912, 18.9369, 9.2673], [-26.3646, 18.9614, 7.6771], [-22.9800, 11.5977, 5.6835], [-22.2841, 12.8259, 5.1817], [-20.8930, 12.8271, 5.6199], [-20.5297, 14.3241, 5.8557], [-21.1697, 15.1809, 4.8760], [-20.7503, 16.5248, 5.1434], [-24.0270, 11.3647, 5.4891], [-22.8246, 11.4294, 6.7492], [-22.4247, 10.8586, 5.1062], [-20.2484, 12.3213, 4.9011], [-20.7200, 12.3190, 6.5686], [-19.4442, 14.3666, 5.7673], [-20.9294, 14.6102, 6.8286], [-19.6821, 16.5086, 5.3596], [-21.2277, 16.8912, 6.0522], [-20.9302, 17.2031, 4.3094], [-27.6549, 18.2167, 3.9867], [-26.6397, 18.9829, 3.4037], [-25.9764, 19.9053, 4.2497], [-25.4192, 21.0560, 3.4250], [-26.4266, 21.9718, 2.9037], [-27.0276, 21.4570, 1.7248], [-27.1021, 17.5929, 4.6891], [-28.3289, 17.7223, 3.2871], [-28.3003, 18.8372, 4.6084], [-25.2645, 19.3061, 4.8175], [-26.6856, 20.2916, 4.9817], [-24.7411, 20.6867, 2.6556], [-24.7903, 21.6736, 4.0662], [-27.7693, 22.1459, 1.3206], [-27.5982, 20.5589, 1.9611], [-26.4730, 21.2510, 0.8093]],
  "forces_ev_per_a": [[-0.3, -0.5, -0.5], [-1.0, -0.6, 0.1], [0.0, 0.3, 0.8], [1.0, 0.6, -1.1], [-2.2, -1.4, 0.3], [2.6, -0.4, -2.2], [2.7, 0.4, 2.4], [-5.8, -1.2, -0.6], [-0.7, 2.1, 0.8], [0.6, -5.0, -1.1], [0.6, 3.5, 0.6], [-3.8, 1.8, 1.1], [-0.7, 0.2, -0.3], [6.3, -0.8, -1.0], [-3.6, -1.0, 2.9], [-0.6, -0.9, -0.5], [0.1, 0.3, -1.1], [1.2, 1.3, 0.2], [2.1, -0.9, 0.8], [-0.5, 1.3, 1.3], [1.0, 0.9, -2.6], [0.7, -0.1, 0.7], [0.0, -0.2, 0.0], [0.5, 0.2, -0.8], [0.2, 0.0, 0.8], [-0.4, 0.0, 0.0], [-0.4, 0.0, -0.1], [-0.7, 0.1, -0.6], [-0.5, 0.1, -0.6], [1.4, -0.7, 1.0], [-0.3, 0.3, 0.0], [-1.5, 1.5, 0.3], [0.2, -1.1, -2.1], [-1.1, 0.0, 0.6], [0.0, -0.1, 0.2], [0.1, -0.1, -0.2], [0.0, 0.2, 0.0], [0.2, -0.5, -0.2], [-0.1, 0.2, 0.4], [0.2, 0.0, 0.3], [0.8, -0.2, 0.0], [0.7, 0.2, 0.1], [0.4, -0.1, 0.2], [-0.5, 0.3, 0.1], [-1.0, 0.3, 0.2], [1.5, 0.0, -1.8], [1.4, -0.9, -0.5], [0.9, -0.3, -0.1], [0.0, -0.5, 0.4], [-1.1, -0.5, -0.9], [-0.3, 0.8, 0.3], [0.1, 0.0, -0.2], [-0.4, 0.1, -0.2], [0.2, 0.1, 0.6], [-1.4, 0.4, 0.5], [-0.1, 0.2, -0.4], [-0.2, -0.1, 0.5], [-0.2, 0.1, -0.3], [0.4, 1.1, 0.7], [0.1, 0.3, 0.0], [-0.5, 2.1, 0.7], [2.0, -0.6, -2.9], [-2.1, -0.1, 1.1], [1.2, -0.3, 1.3], [1.7, -0.3, -1.3], [-1.6, 1.0, -1.3], [0.6, -0.5, 0.4], [0.4, -0.3, -0.3], [-1.2, -0.2, 0.4], [0.0, 0.7, -0.3], [0.0, -0.1, 0.9], [-0.2, -0.6, 0.3], [-0.4, -0.3, -0.4], [0.0, 0.4, 1.3], [0.4, -0.2, 0.0], [-0.2, -0.7, 0.0], [0.3, -0.6, -1.1], [-1.0, 1.9, 0.3], [1.3, -1.6, -0.2], [0.5, -2.0, 0.8], [-0.5, 1.5, -0.5], [-0.8, -0.9, -0.3], [-0.1, -0.7, -0.2], [-0.1, 0.4, 0.5], [-0.1, 0.2, 0.8], [0.2, -0.2, -0.3], [-0.1, 0.7, 0.3], [-0.1, 0.2, 0.0], [-0.1, 0.4, -0.1], [0.1, 0.0, 0.1], [0.2, 0.5, 0.0], [0.1, 0.5, 0.1], [1.5, -0.8, -0.8], [-0.1, -2.0, 2.0], [-0.6, 1.4, -0.1], [-0.7, -1.3, -0.5], [1.6, -0.1, 0.1], [0.3, 0.2, 0.4], [-0.1, 1.5, -0.5], [0.2, 0.5, 0.0], [-0.1, -0.6, 0.4], [-0.2, 0.2, -0.4], [-0.5, -0.1, 0.1], [0.0, 0.5, 0.2], [0.3, 0.1, 0.1], [0.1, 0.1, -0.2], [-0.4, 0.0, -0.1], [-0.3, -0.3, -0.1], [0.4, 0.4, 1.6], [-0.1, 0.7, -2.0], [-0.9, -0.5, -0.1], [-0.1, 0.6, 0.5], [1.2, -1.2, -0.6], [-1.8, -0.2, -0.3], [-0.7, -1.0, 0.1], [0.7, -0.2, -0.3], [-0.1, 0.2, 0.1], [0.7, 0.5, 0.1], [-0.2, 0.2, 0.1], [-0.3, -0.1, -0.4], [-0.1, 0.0, 0.2], [0.0, 0.6, 0.6], [0.2, -0.1, 0.0], [1.3, -0.1, 0.5]],
  "homo_energy_ev": -9.1,
  "e_lumo_ev": -0.695,
  "orbital_gap_ev": 8.357
}



# 4
{
  "formula": "C5H9NO",
  "method": "ωB97M-V/def2-TZVPD",
  "elements": ["C", "C", "C", "C", "N", "C", "O", "H", "H", "H", "H", "H", "H", "H", "H", "H"],
  "coordinates": [[1.3332, 0.7282, 0.0102], [0.0768, -0.1274, 0.1737], [0.4555, -1.3311, 1.0684], [-1.1525, 0.9669, 0.1206], [-1.2696, 0.5741, -1.2774], [-0.6056, -0.6065, -1.1106], [-0.7180, -1.6821, -1.6482], [2.2155, 0.1518, -0.2841], [1.5345, 1.1829, 0.9878], [1.1745, 1.5304, -0.7128], [0.8478, -1.0699, 2.0563], [1.2930, -1.8162, 0.5359], [-0.2984, -2.1191, 1.1646], [-2.0204, 0.7006, 0.7286], [-0.9983, 2.0553, 0.2208], [-1.8681, 0.8619, -2.0338]],
  "forces_ev_per_a": [[0.1, 0.1, -0.1], [0.1, 0.1, 0.0], [-0.1, 0.1, 0.1], [0.0, -0.1, 0.3], [-0.1, -0.1, -0.3], [0.1, -0.3, -0.2], [0.5, 0.4, -0.1], [-0.2, 0.0, 0.0], [0.1, 0.0, -0.2], [0.1, -0.1, 0.0], [-0.2, 0.2, -0.1], [-0.3, 0.2, 0.1], [-0.1, 0.4, 0.0], [0.0, -0.2, -0.1], [0.6, -0.5, 0.3], [-0.4, -0.1, 0.3]],
  "homo_energy_ev": -9.6,
  "e_lumo_ev": 0.892,
  "orbital_gap_ev": 10.487,
  "smiles": "CC1(C)CNC1=O"
}